Formula: C4H5N2O
Source: the Open Molecules 2025 dataset
Level of theory: ωB97M-V with the def2-TZVPD basis set

Cartesian coordinates (Å):
C -0.3990 0.5133 1.5001
C -0.4638 0.1044 -1.0322
C 0.7148 -0.6215 -1.1474
C -0.4790 1.2829 0.2264
N -0.3571 -0.4944 2.1618
N 1.0722 -1.7721 -0.7268
O -1.3691 0.3348 -1.7754
H -0.0990 1.5814 1.8511
H -1.4326 1.6953 0.0361
H 0.3947 1.8170 0.1108
H 0.4362 -2.3150 -0.2585
H 1.9817 -2.1261 -0.9460

Force components x, y, z for each atom (eV/Å):
C 0.22 -2.74 2.09
C -1.06 0.57 -0.15
C 1.01 0.25 -0.05
C -0.41 -2.83 -0.91
N -0.14 2.89 -1.58
N 0.45 2.20 -1.22
O 0.34 -0.29 0.10
H -0.20 -0.43 0.62
H -0.85 1.03 0.27
H 1.61 1.84 -0.62
H -1.52 -2.18 1.50
H 0.54 -0.32 -0.06

Total charge: +1
Frontier orbital gap (spin up / spin down) in eV: 6.132 / 6.115
ΔE to the lowest compared entry with this formula, charge and spin in kcal per mole: 136.0
HOMO (spin up / spin down) in eV: -14.15 / -14.15
Total energy in eV: -9242.3537
LUMO (spin up / spin down) in eV: -8.0 / -8.0

---

Formula: C27H35CaN5O2P2
Source: the Open Molecules 2025 dataset
Level of theory: ωB97M-V with the def2-TZVPD basis set

Cartesian coordinates (Å):
Ca -0.4615 -1.8835 -5.1569
C -0.9625 2.9381 -0.4571
C -1.3862 1.9896 -1.2980
C -0.9074 1.7426 -2.6989
C 0.3535 0.8688 -2.8209
C 1.6604 1.4046 -2.2923
C 1.9323 2.6712 -1.9717
C 1.0089 3.8644 -1.9584
C 0.1081 3.9666 -0.6958
C 0.9297 -2.7405 -3.3720
H -1.5336 3.1253 0.4602
H -2.2501 1.3846 -0.9933
H -0.7857 2.6775 -3.2678
H -1.7295 1.1736 -3.1756
H 0.1494 -0.1260 -2.3813
H 0.4991 0.7058 -3.9046
H 2.4885 0.6816 -2.3690
H 2.9387 2.9188 -1.6140
H 0.4304 4.0154 -2.8795
H 1.6701 4.7469 -1.8674
H 0.7759 3.8567 0.1695
H -0.3227 4.9841 -0.6142
H 0.2054 -3.5112 -3.0675
H 1.2455 -2.3211 -2.4175
H 1.8049 -3.2597 -3.7987
P 1.3598 -1.4042 -7.2183
P -2.1082 -0.9496 -7.0483
N 2.6234 -0.1001 -7.3399
N 2.2713 -2.6255 -8.2757
N -2.1412 0.8736 -7.2337
N -3.7356 -1.2641 -7.6547
C 0.2997 -0.6611 -8.5492
C -1.1162 -1.2932 -8.5907
C 3.5237 0.1786 -6.3071
C 4.5593 0.9538 -6.8130
C 4.3118 1.1594 -8.2064
C 3.1155 0.5055 -8.5075
C 2.4436 -3.9601 -7.8929
C 2.8819 -4.7042 -8.9902
C 2.9083 -3.8123 -10.1087
C 2.6090 -2.5434 -9.6303
C -2.0806 1.7060 -6.1111
C -1.9660 3.0276 -6.5217
C -1.9062 3.0223 -7.9513
C -2.0388 1.6943 -8.3626
C -4.4950 -0.5697 -8.6096
C -5.5742 -1.3627 -8.9888
C -5.4612 -2.6032 -8.2733
C -4.3440 -2.5179 -7.4585
H 0.7885 -0.6985 -9.5427
H 0.2352 0.4063 -8.2826
H -1.6746 -0.9277 -9.4695
H -1.0397 -2.3955 -8.6578
H 3.3325 -0.1912 -5.3114
H 5.4171 1.3211 -6.2750
H 4.9209 1.7039 -8.9181
H 2.5534 0.4428 -9.4380
H 2.2112 -4.2625 -6.8854
H 3.1669 -5.7444 -9.0114
H 3.0972 -4.0644 -11.1471
H 2.6054 -1.5952 -10.1557
H -2.1536 1.2722 -5.1258
H -1.9409 3.9003 -5.8824
H -1.7739 3.8928 -8.5888
H -2.0936 1.2687 -9.3632
H -4.2073 0.4195 -8.9305
H -6.3296 -1.1134 -9.7196
H -6.1092 -3.4581 -8.3892
H -3.9132 -3.2152 -6.7563
O -2.2845 -2.0190 -1.5684
N -1.7829 -2.3305 -2.6297
O -2.3696 -2.0341 -3.7383

Force components x, y, z for each atom (eV/Å):
Ca -0.02 -1.11 4.04
C -0.65 0.27 -0.74
C -0.41 0.48 0.64
C -0.21 -0.39 -0.31
C -0.28 -0.17 0.03
C 0.11 0.19 -0.70
C 0.10 -0.24 0.22
C -0.04 0.89 0.58
C 0.39 -0.25 0.20
C 0.34 -0.26 -0.99
H 0.32 -0.41 -0.15
H 0.48 0.10 0.01
H -0.16 -0.47 0.22
H 0.40 0.24 0.09
H 0.15 0.39 -0.17
H 0.11 -0.18 -0.02
H -0.38 0.32 0.47
H -0.22 -0.30 -0.24
H 0.29 -0.15 0.31
H -0.29 -0.27 -0.27
H 0.08 0.29 -0.04
H 0.12 -0.43 -0.13
H 0.17 -0.07 -0.23
H 0.07 0.32 -0.03
H 0.17 -0.12 0.20
P 4.29 1.06 -4.50
P -2.75 3.43 -3.60
N -0.50 -0.60 0.70
N -0.90 -0.09 0.96
N 0.39 -0.77 0.69
N 0.10 -0.70 0.27
C -0.48 0.11 0.19
C 0.32 -0.08 0.00
C 0.53 0.46 -0.72
C -0.86 -0.66 -0.02
C -1.47 -0.91 0.04
C 0.52 0.27 0.37
C 0.24 -0.33 -1.01
C -0.71 1.08 0.67
C 0.02 0.93 0.86
C -0.52 -0.50 -0.22
C 0.00 0.59 -0.55
C 0.06 -1.12 -0.05
C -0.26 -1.32 0.08
C 0.21 0.50 0.17
C -0.45 -0.74 -0.08
C 1.44 0.10 0.69
C 0.91 0.49 0.32
C -0.46 0.48 -0.73
H -0.33 -0.24 0.68
H -0.11 -0.25 -0.06
H 0.14 -0.28 0.39
H -0.11 0.34 -0.18
H 0.07 -0.01 -0.01
H -0.11 -0.02 0.15
H -0.16 -0.06 0.19
H 0.39 0.12 0.39
H 0.17 -0.04 0.09
H -0.21 0.03 0.16
H 0.26 0.14 0.31
H -0.04 -0.35 0.13
H -0.06 0.11 -0.02
H 0.07 -0.22 -0.04
H -0.17 -0.36 0.09
H 0.13 0.23 0.36
H -0.10 -0.09 0.12
H 0.08 0.10 0.15
H 0.02 0.06 0.21
H -0.13 -0.01 0.03
O -0.62 0.37 -1.34
N 0.97 -0.82 1.51
O -0.47 0.88 -0.84

Frontier orbital gap in eV: 5.492
HOMO in eV: -6.99
Total energy in eV: -77122.1478
LUMO in eV: -1.5